Entry 1:
This record from OMol25 describes 2 unconnected molecules or ions with the total composition C32H30N4O2 at a distorted geometry. The level of theory is ωB97M-V/def2-TZVPD.

XYZ file:
```
68
Properties=species:S:1:pos:R:3:forces:R:3
C -2.379 6.853 4.830 -0.06 -0.34 -0.01
C -2.803 4.931 3.374 0.00 -0.18 -0.37
H -6.968 4.161 0.991 -0.16 -0.22 -0.37
C -2.229 -2.462 -0.678 -0.18 0.31 0.64
H -1.902 -2.174 2.567 -0.06 -0.16 -0.06
C -4.008 3.989 0.962 0.48 0.28 0.86
C -7.026 3.741 -0.002 -0.11 -0.02 -0.09
C -5.854 3.349 -0.715 -0.87 -0.27 -0.37
C -11.909 0.769 -0.022 -0.04 -0.03 -0.21
H -11.650 -1.338 -2.699 0.03 0.25 0.20
C -2.586 -2.607 1.824 -0.06 -0.02 0.46
H -11.586 3.888 -2.701 0.25 0.02 0.01
H -3.215 7.055 5.513 0.05 0.12 -0.12
N -9.796 2.849 -2.308 -0.11 0.20 -0.72
C -2.408 2.879 7.971 0.01 0.18 -0.25
H -3.764 3.016 -0.915 -0.11 -0.09 0.14
C -4.518 3.425 -0.238 -0.12 0.25 -0.16
C -2.587 3.988 1.152 -0.43 -0.30 -0.45
H -1.455 7.232 5.282 -0.20 0.01 -0.07
C -2.688 -0.253 -1.797 -0.24 -0.15 1.62
C -8.479 3.018 -1.800 0.50 -0.12 -0.06
H -9.166 3.884 0.049 0.36 -0.06 -0.17
N -3.034 0.314 -0.575 0.18 0.44 -1.60
C -12.078 -0.382 -0.801 0.17 0.22 -0.09
N -2.293 -1.600 -1.761 -0.07 0.53 -0.64
C -1.148 3.890 6.166 -0.47 0.16 -0.17
H -4.491 3.469 8.110 0.33 0.02 -0.13
O -2.713 0.347 -2.865 -0.06 0.21 -0.30
H -3.260 0.045 1.426 0.12 -0.31 -0.18
H -3.580 -2.658 2.289 0.15 -0.10 -0.03
C -6.073 2.801 -2.022 0.55 0.04 0.42
N -2.224 5.410 4.579 0.59 0.45 -0.28
H -11.048 2.759 0.075 -0.12 -0.31 -0.11
C -2.608 -1.810 0.567 -0.06 0.65 -0.84
C -3.549 3.585 7.569 0.20 0.05 0.00
H -10.126 4.541 -3.500 -0.17 0.05 0.16
C -4.777 4.545 2.028 0.12 -0.02 0.07
C -10.521 4.103 -2.576 0.44 -0.13 0.06
H -12.346 0.830 0.977 0.10 -0.06 -0.33
C -10.583 1.772 -1.785 -0.27 -0.63 0.24
C -10.774 0.625 -2.576 0.14 0.38 0.37
C -1.205 3.040 7.269 -0.26 0.05 0.13
C -8.291 3.586 -0.534 0.32 0.09 0.27
H -2.255 -3.623 1.590 -0.06 0.15 0.11
H -2.045 -1.987 -2.660 0.01 -0.06 0.05
C -3.492 4.446 6.471 0.32 -0.21 -0.15
H -0.310 2.501 7.583 -0.28 0.15 -0.08
H -0.921 4.440 2.454 -0.32 -0.05 -0.10
C -2.298 4.579 5.743 0.09 -0.58 0.51
H -5.197 2.489 -2.592 -0.20 -0.05 0.09
C -11.513 -0.448 -2.083 -0.13 0.09 0.25
C -2.973 -0.469 0.492 0.17 -1.20 0.82
C -4.191 4.990 3.197 -0.24 -0.13 -0.32
H -0.226 4.037 5.599 -0.25 -0.11 0.18
C -2.003 4.444 2.316 -0.13 0.22 0.68
H -4.811 5.377 4.008 0.17 -0.08 -0.35
H -2.552 7.363 3.878 0.07 -0.01 0.20
H -12.652 -1.226 -0.410 0.21 0.29 -0.14
O -1.880 -3.634 -0.837 -0.09 0.32 0.06
C -7.340 2.646 -2.549 -0.72 0.05 0.12
H -5.851 4.634 1.962 0.42 0.00 0.15
H -2.458 2.207 8.831 0.03 0.23 -0.31
C -11.182 1.853 -0.520 0.20 -0.30 -0.23
H -7.495 2.225 -3.543 0.12 0.09 0.30
H -10.323 0.609 -3.570 -0.13 -0.07 0.30
H -4.375 5.003 6.150 0.22 -0.21 0.19
H -1.969 3.605 0.339 -0.12 -0.01 0.26
H -10.382 4.827 -1.763 -0.20 0.04 -0.07
```
Forces are in eV/Å.

For the strongest force on any atom, the calculation gives 0.0324 Eh/bohr. As for the calculated total energy: -43723.4931 eV. The value obtained for the HOMO energy is -6.00 eV. Its total charge is 0. Its multiplicity is 1.


Entry 2:
This record from OMol25 describes a single C3H4BN molecule at a distorted geometry. The level of theory is ωB97M-V/def2-TZVPD.

XYZ file:
```
9
Properties=species:S:1:pos:R:3:forces:R:3
H 1.512 1.120 1.247 -0.84 1.11 0.64
C -0.064 0.026 -0.028 5.55 0.66 4.55
H -1.191 -0.625 -1.775 0.22 -0.46 -0.64
H 2.056 -0.406 0.886 1.00 -2.17 -0.51
N -1.721 1.952 0.397 -0.44 -0.05 -0.01
C -1.049 1.045 0.182 0.95 0.58 -0.01
H -0.331 -2.213 -0.765 0.67 -0.75 -0.22
C 1.206 0.183 0.853 -5.75 0.45 -4.22
B -0.417 -1.083 -0.997 -1.36 0.64 0.42
```
Forces are in eV/Å.

For the strongest force on any atom, the calculation gives 0.1402 Eh/bohr. As for the calculated total energy: -5338.8139 eV. The value obtained for the HOMO energy is -10.07 eV. Its total charge is 0. Its multiplicity is 1. As for the structure (SMILES): BC(=C)C#N.


Entry 3:
This record from OMol25 describes 6 unconnected molecules or ions with the total composition C28H51O5P. The level of theory is ωB97M-V/def2-TZVPD.

XYZ file:
```
85
Properties=species:S:1:pos:R:3:forces:R:3
C 6.019 -1.511 2.846 -0.11 -0.28 -0.44
H 0.750 3.032 -5.808 -0.02 0.02 -0.01
C -0.580 2.595 -2.612 -0.07 -0.29 -0.23
C 3.191 1.281 6.923 -0.20 0.10 0.04
H 4.708 1.973 4.622 0.05 -0.13 0.04
H -1.224 3.474 -2.573 0.13 0.10 0.11
H 1.139 1.864 1.654 -0.02 -0.01 -0.02
C 0.544 3.363 -4.793 -0.01 -0.20 -0.16
H 6.492 -0.538 2.770 0.03 0.15 0.13
H -1.052 -1.780 -2.588 -0.10 -0.05 -0.08
H -1.114 1.746 -2.193 0.00 0.02 0.04
P 0.508 -2.523 -0.820 0.70 -0.13 -0.11
H -1.700 -3.635 -0.617 -0.13 0.05 0.20
H 4.161 1.680 7.224 0.06 -0.10 -0.03
H -0.050 4.277 -4.835 0.06 0.06 0.09
C -0.696 2.961 1.595 0.08 -0.06 0.03
C -0.662 -3.962 -0.673 0.03 0.09 -0.19
O -4.610 1.797 2.693 -0.12 -0.10 0.00
H 3.260 0.193 6.866 0.12 0.00 -0.01
H -1.283 0.366 -7.791 -0.13 -0.05 -0.02
O -0.540 3.271 0.433 0.01 -0.01 0.01
H 1.745 -3.323 2.584 -0.15 -0.07 0.00
H 3.317 2.015 3.520 0.01 -0.02 -0.01
H -2.455 2.521 2.724 -0.02 -0.01 0.16
H -0.513 -5.885 0.265 -0.04 -0.15 -0.12
C -1.093 -4.561 1.807 0.28 -0.45 0.23
O -0.541 3.296 -8.390 0.00 0.00 -0.01
H 6.607 -2.207 2.249 0.18 -0.02 -0.04
H -1.506 1.123 -10.350 -0.11 -0.06 0.03
H -1.147 1.657 -6.587 -0.03 -0.10 -0.07
H 6.051 -1.883 3.865 0.04 0.13 0.22
H -0.096 -2.075 1.524 -0.04 0.00 0.06
H -0.786 -3.656 2.321 -0.12 0.16 -0.03
H -5.151 0.055 4.412 0.00 0.01 -0.01
H 0.315 2.781 -2.019 -0.06 0.17 0.06
C -5.313 0.848 2.437 0.02 0.03 0.00
C -1.623 1.367 -7.519 0.11 0.28 -0.02
H 3.800 0.483 4.267 0.12 0.00 0.03
H -0.923 -5.379 2.508 0.03 -0.03 0.14
H 4.062 -3.251 3.426 -0.02 -0.09 0.09
H 0.714 2.650 3.188 -0.09 -0.10 0.11
H -1.497 2.871 -10.665 0.00 0.00 0.01
H -5.564 -0.289 0.637 -0.10 -0.06 0.02
C 0.570 -1.604 0.808 -0.15 -0.14 0.04
C -1.261 2.348 -8.605 0.00 -0.02 0.02
C 2.852 -0.565 0.936 0.06 -0.66 0.53
C -0.477 -4.739 -2.000 0.09 0.36 0.02
H -6.996 0.638 1.126 -0.01 -0.12 -0.01
H -0.148 1.189 2.675 -0.01 0.03 0.13
O 1.780 2.491 5.440 -0.03 0.02 0.02
H 4.807 0.258 1.095 0.19 0.04 0.05
C 2.793 1.845 5.580 0.06 -0.02 0.00
H -0.849 -0.527 -1.331 -0.29 -0.06 0.03
C -1.907 3.392 2.378 0.14 0.20 -0.24
C -5.907 0.655 1.063 0.10 0.18 -0.03
H -1.416 -4.861 -2.532 -0.12 -0.12 -0.02
H 2.447 1.553 7.667 0.00 0.00 -0.01
H -6.716 -0.250 3.630 -0.01 -0.10 -0.07
C 2.411 -2.542 2.249 0.60 0.47 -0.09
H -0.032 -5.712 -1.821 -0.03 -0.21 0.04
C -0.209 2.293 -4.041 0.01 -0.02 0.06
H 0.206 -0.586 0.678 -0.06 0.11 -0.18
H 0.763 -4.794 0.704 0.13 -0.03 0.12
H -5.284 -1.177 3.141 -0.11 -0.04 -0.03
C 1.974 -1.569 1.347 -0.17 0.04 0.09
C 0.319 2.112 2.325 0.05 0.11 -0.24
H -1.599 3.987 3.240 0.00 -0.11 0.08
C -0.314 -4.850 0.531 -0.22 0.24 -0.02
H -2.558 3.989 1.745 -0.02 -0.01 0.00
C -0.354 -1.307 -1.905 0.16 0.01 0.26
H -5.599 1.472 0.415 0.01 0.00 0.01
H -2.706 1.352 -7.380 -0.01 -0.14 -0.08
H -2.925 2.106 -9.937 -0.01 -0.12 0.00
C -1.835 2.096 -9.980 0.12 0.19 -0.04
H 1.486 3.577 -4.285 -0.05 0.10 0.06
C 3.716 -2.500 2.729 -0.06 0.30 -0.33
O -0.501 1.237 -4.564 0.08 0.05 0.17
H 0.418 -0.821 -2.492 0.00 0.11 -0.23
C 4.155 -0.537 1.427 -0.28 0.02 -0.20
C 4.610 -1.503 2.319 -0.35 -0.12 0.23
C 3.718 1.560 4.423 -0.20 0.12 -0.09
H -2.163 -4.545 1.626 -0.16 0.20 -0.11
H 2.493 0.180 0.242 0.09 0.16 -0.09
H 0.214 -4.224 -2.666 0.00 0.07 -0.18
C -5.637 -0.200 3.474 0.13 0.13 0.11
```
Forces are in eV/Å.

For the strongest force on any atom, the calculation gives 0.0165 Eh/bohr. As for the calculated total energy: -49389.4079 eV. The value obtained for the HOMO energy is -7.98 eV. Its total charge is 0. Its multiplicity is 1. As for the structure (SMILES): CC[C@H](C)P(C)Cc1ccc(C)cc1.CC(C)=O.CC(C)=O.CC(C)=O.CC(C)=O.CC(C)=O.


What is the total charge in the second record?
0


What is the formula in the second record?
C3H4BN